(P)
The following is a DFT calculation (wB97M-V/def2-TZVPD) of C2H6FN in the gas phase.

```
! RIJCOSX wB97M-V def2-TZVPD def2/J DEFGRID3
* xyz 0 1
N 0.87402 0.34290 1.04555
C 0.92865 -0.30209 -0.30897
C -0.49178 -0.24087 -0.86397
F -1.38275 0.23773 0.06392
H 0.23122 -0.19787 1.65596
H 1.73400 0.44404 1.49534
H 1.51630 -1.17537 -0.40393
H 1.59875 0.41582 -0.81090
H -0.93639 -1.22374 -1.05371
H -0.43848 0.45504 -1.73918
*
```

Computed properties:
Kohn-Sham gap = 10.38 eV
Lowest unoccupied orbital energy = 1.12 eV
HOMO energy = -9.25 eV
SMILES string = NCCF

=====

(Q)
The following is a DFT calculation (wB97M-V/def2-TZVPD) of C2H6FN in the gas phase.

```
! RIJCOSX wB97M-V def2-TZVPD def2/J DEFGRID3
* xyz 0 1
C 0.39038 -1.05784 -0.50002
C -0.22973 0.37935 -0.46901
N -0.41966 0.62216 0.99939
F -1.00441 1.82745 1.32793
H 0.32284 -1.19038 0.59731
H -0.31114 -1.63002 -1.05975
H 1.42199 -0.95693 -0.77552
H 0.43889 1.10764 -0.94521
H -1.25568 0.24675 -0.64872
H 0.64652 0.65181 1.47361
*
```

Computed properties:
Kohn-Sham gap = 10.80 eV
Lowest unoccupied orbital energy = 1.13 eV
HOMO energy = -9.67 eV
SMILES string = CCNF

=====

Which structure wins on stability? (P) wins.

=====

(P)
The following is a DFT calculation (wB97M-V/def2-TZVPD) of C3H5BrO in the gas phase.

```
! RIJCOSX wB97M-V def2-TZVPD def2/J DEFGRID3
* xyz 0 1
O 1.25580 -0.16472 -1.36510
C 0.55994 0.20406 -0.19885
Br 1.42284 1.50111 0.93991
C -0.94659 0.22703 -0.07400
C -0.26405 -0.86613 0.72259
H 1.44347 0.71190 -1.87506
H -1.69224 0.14766 -0.81965
H -1.16421 0.97507 0.69729
H -0.16527 -0.93536 1.79008
H -0.44970 -1.80063 0.18280
*
```

Computed properties:
Kohn-Sham gap = 10.28 eV
Lowest unoccupied orbital energy = 0.77 eV
HOMO energy = -9.52 eV
SMILES string = OC1(Br)CC1

=====

(Q)
The following is a DFT calculation (wB97M-V/def2-TZVPD) of C3H5BrO in the gas phase.

```
! RIJCOSX wB97M-V def2-TZVPD def2/J DEFGRID3
* xyz 0 1
C 0.42990 -1.01219 -0.46479
C -0.39318 -0.08009 0.39369
Br -2.21004 -0.17544 -0.12629
C 0.13219 1.33344 0.23246
O 0.93332 1.75698 -0.53806
H 0.02157 -1.93203 -0.42371
H 1.39913 -1.03138 -0.17067
H 0.19662 -0.62467 -1.42432
H -0.11328 -0.19715 1.63379
H -0.39624 1.96252 0.88789
*
```

Computed properties:
Kohn-Sham gap = 10.54 eV
Lowest unoccupied orbital energy = 0.52 eV
HOMO energy = -10.02 eV
SMILES string = C[C@H](Br)C=O

=====

Which structure wins on stability? (Q) wins.

=====

(P)
The following is a DFT calculation (wB97M-V/def2-TZVPD) of a molecular structure, C42H49AlN5O7S.

```
! RIJCOSX wB97M-V def2-TZVPD def2/J DEFGRID3
* xyz 1 1
Al -0.70491 -0.25833 0.29628
C 0.85233 1.26566 3.81448
C -0.62813 1.31621 4.04070
C -1.15779 1.25809 5.32542
C -2.51931 1.38190 5.54007
C -3.36898 1.60164 4.46755
C -2.88291 1.66867 3.16682
C -3.81672 1.94155 2.01949
C -1.51130 1.47933 2.97783
N -0.99759 1.50768 1.61814
C -0.76472 2.67144 1.14937
C -0.87395 3.94965 1.92153
C -0.42025 2.78356 -0.31138
C -0.23524 4.15057 -0.89371
N -0.36526 1.69594 -0.96162
C -0.14687 1.75781 -2.38279
C 1.16193 1.77246 -2.87361
C 2.33461 1.92820 -1.94584
C 1.34409 1.72890 -4.25140
C 0.25797 1.70031 -5.11445
C -1.02845 1.76794 -4.60447
C -1.25661 1.82164 -3.23104
C -2.65292 2.04691 -2.71493
H 1.37602 1.03561 4.74061
H 1.21974 2.23213 3.45216
H 1.11697 0.50165 3.08889
H -0.48466 1.11931 6.16221
H -2.91753 1.33001 6.54480
H -4.43124 1.72966 4.63452
H -4.84276 2.00177 2.37736
H -3.75777 1.16856 1.25496
H -3.58485 2.89555 1.53639
H -1.00131 3.77365 2.98421
H -1.72656 4.52983 1.56153
H 0.01639 4.55767 1.75940
H -1.10747 4.77277 -0.69005
H -0.07769 4.10398 -1.96721
H 0.62400 4.64124 -0.43290
H 2.19676 1.38198 -1.01564
H 2.47138 2.98209 -1.68487
H 3.25777 1.59138 -2.41697
H 2.35330 1.74132 -4.64664
H 0.41570 1.67047 -6.18512
H -1.88050 1.80005 -5.27339
H -3.38163 1.49753 -3.30929
H -2.89828 3.11034 -2.79114
H -2.77016 1.75905 -1.67303
C 1.66325 -1.41893 -2.67753
C 0.18193 -1.33907 -2.65705
N -0.62111 -1.07207 -1.63962
C -1.91247 -1.09397 -2.12179
C -1.90040 -1.39739 -3.44571
N -0.56434 -1.56818 -3.75927
C -2.96930 -1.39309 -4.48041
O -2.85240 -2.35320 -5.43016
O -3.83397 -0.57775 -4.52986
C -2.99332 -0.74052 -1.14635
O -4.14272 -1.06381 -1.32223
O -2.49878 -0.07345 -0.14479
H 2.08287 -0.74678 -1.93794
H 2.03297 -1.14362 -3.66513
H 2.00324 -2.42498 -2.43004
H -0.18480 -1.61893 -4.69277
H -2.25842 -3.05780 -5.14494
C -2.31431 -4.17911 -0.41763
N -0.96775 -4.79411 -0.23694
C -1.07576 -6.05931 0.53941
C 0.08040 -3.80483 0.31817
C -0.41778 -3.14789 1.56687
C -0.39000 -3.91872 2.72972
C -1.06346 -3.51734 3.87065
C -1.81787 -2.35845 3.80977
C -1.77551 -1.56768 2.66827
C -1.01090 -1.86840 1.53119
H -2.97907 -4.92049 -0.85521
H -2.22877 -3.31824 -1.07317
H -2.68169 -3.85734 0.55254
H -0.62376 -5.04720 -1.16132
H -1.53476 -5.83766 1.49747
H -0.08230 -6.47430 0.68788
H -1.69690 -6.75602 -0.01883
H 0.24412 -3.09252 -0.48146
H 0.98458 -4.39327 0.46390
H 0.17756 -4.84317 2.74527
H -1.02097 -4.11196 4.77350
H -2.41690 -2.04564 4.65608
H -2.37733 -0.67239 2.67746
C 7.06678 2.39813 -0.34124
C 5.88034 1.53156 -0.02483
C 5.66999 0.32889 -0.68777
C 4.57913 -0.47623 -0.38335
C 3.69048 -0.07231 0.59645
C 3.88888 1.11879 1.28545
C 4.97444 1.91201 0.96858
S 2.26892 -1.05131 0.95880
O 2.19315 -1.25186 2.37543
O 2.33931 -2.22923 0.12457
O 1.14983 -0.12967 0.47029
H 7.58504 2.05151 -1.23362
H 7.77908 2.38987 0.48550
H 6.76493 3.43392 -0.50011
H 6.37085 0.01171 -1.45043
H 4.41954 -1.41607 -0.89458
H 3.19793 1.41442 2.06459
H 5.13366 2.84016 1.50498
*
```

Computed properties:
Kohn-Sham gap = 7.96 eV
Lowest unoccupied orbital energy = -2.87 eV
HOMO energy = -10.83 eV

=====

(Q)
The following is a DFT calculation (wB97M-V/def2-TZVPD) of a molecular structure, C42H49AlN5O7S.

```
! RIJCOSX wB97M-V def2-TZVPD def2/J DEFGRID3
* xyz 1 1
Al 0.08379 -0.16710 0.07218
C 3.68497 -1.16837 0.88279
C 2.96122 -2.25580 0.13132
C 3.68766 -2.71702 -1.08305
C 2.32002 -3.83766 -2.31743
C 1.08248 -4.06164 -1.50949
C 0.82932 -3.59052 -0.28457
C -0.38064 -4.10491 0.46956
C 1.69315 -2.60596 0.40352
N 1.02687 -1.75675 1.35572
C 1.25322 -1.96150 2.59705
C 2.02023 -3.14492 3.11282
C 0.70215 -1.03763 3.63027
C 1.47219 -0.90956 4.91780
N -0.39411 -0.46035 3.36710
C -1.05444 0.37615 4.28461
C -0.56002 1.63601 4.64853
C 0.78052 2.13554 4.17898
C -1.34695 2.43874 5.46989
C -2.57221 2.00408 5.94286
C -3.03851 0.74352 5.59622
C -2.30046 -0.07661 4.75686
C -2.77995 -1.45578 4.39151
H 4.27249 -0.57114 0.18432
H 4.38294 -1.59802 1.60717
H 3.00439 -0.49711 1.40390
H 4.71293 -2.35277 -1.08530
H 2.25968 -4.33136 -3.28400
H 0.36443 -4.75140 -1.93732
H -1.13260 -4.46678 -0.22855
H -0.84187 -3.33845 1.08449
H -0.09094 -4.93396 1.12285
H 2.19923 -3.86414 2.32114
H 1.45278 -3.62456 3.91228
H 2.98207 -2.83813 3.52746
H 1.64968 -1.88228 5.37309
H 0.92591 -0.29567 5.62860
H 2.44193 -0.44547 4.72248
H 1.13332 1.59647 3.30152
H 1.52144 2.03015 4.97538
H 0.72544 3.19297 3.92610
H -0.97337 3.41566 5.75412
H -3.15520 2.64029 6.59591
H -3.98589 0.39065 5.98571
H -3.85784 -1.54659 4.51802
H -2.31004 -2.20065 5.03870
H -2.50945 -1.70153 3.36340
C 0.37181 2.80486 -2.85621
C -0.62908 1.71280 -2.77795
N -0.89116 0.95261 -1.73032
C -1.86316 0.06789 -2.12787
C -2.23299 0.32644 -3.41700
N -1.44286 1.37317 -3.79980
C -3.21366 -0.26640 -4.35967
O -3.83487 -1.35502 -3.95302
O -3.41386 0.25921 -5.42438
C -2.14677 -1.06326 -1.22425
O -2.98806 -1.91102 -1.46768
O -1.44647 -1.02849 -0.11233
H 1.20271 2.57676 -2.19512
H -0.06487 3.76097 -2.56350
H 0.75307 2.87983 -3.87314
H -1.44344 1.74902 -4.73689
H -3.57658 -1.63507 -3.04220
C -3.58892 1.84686 0.14194
N -3.50037 2.03647 1.60772
C -3.78802 3.44461 1.96836
C -2.20072 1.51235 2.19584
C -0.93649 2.23463 1.77910
C -0.71499 3.51646 2.28828
C 0.43584 4.22125 1.98156
C 1.40869 3.62641 1.19623
C 1.21974 2.33124 0.74460
C 0.05431 1.59238 1.00670
H -4.47340 2.34533 -0.24809
H -3.65362 0.78843 -0.07810
H -2.69173 2.25074 -0.32130
H -4.22591 1.46072 2.03378
H -3.07334 4.09332 1.47051
H -3.71286 3.57802 3.04554
H -4.79407 3.70079 1.64414
H -2.11303 0.46446 1.91556
H -2.33137 1.58437 3.27544
H -1.43676 3.96829 2.95914
H 0.58054 5.21995 2.37281
H 2.31718 4.16570 0.95867
H 2.00488 1.85096 0.16617
C 6.46986 -4.84072 -3.95815
C 5.26719 -4.21701 -3.30328
C 4.73163 -4.75178 -2.20242
C 3.55757 -4.21521 -1.44574
C 2.89518 -2.38645 -2.39031
C 3.79025 -2.18400 -3.57896
C 4.78250 -2.99340 -3.95234
S 1.60169 -1.06550 -2.47048
O 2.05983 -0.01564 -3.34011
O 1.41479 -0.43078 -1.06330
O 0.40623 -1.75364 -2.87313
H 6.74772 -5.77556 -3.47540
H 7.32132 -4.15805 -3.90448
H 6.27686 -5.03529 -5.01476
H 5.18209 -5.64904 -1.79279
H 3.31124 -4.86225 -0.60650
H 3.58763 -1.29617 -4.16074
H 5.32638 -2.71111 -4.84726
*
```

Computed properties:
Kohn-Sham gap = 6.99 eV
Lowest unoccupied orbital energy = -2.79 eV
HOMO energy = -9.78 eV

=====

Which structure wins on stability? (P) wins.

=====

(P)
The following is a DFT calculation (wB97M-V/def2-TZVPD) of a molecular structure, C3H4O3S.

```
! RIJCOSX wB97M-V def2-TZVPD def2/J DEFGRID3
* xyz 0 1
C -0.14763 1.23818 0.18719
C -0.43783 -0.38198 -0.08069
C 0.87743 -1.10760 -0.47527
H -2.01075 1.95884 1.21644
H 0.25884 1.78946 -0.71186
H 0.35421 1.34054 1.10226
H 1.75761 -2.85790 -0.29767
O -1.38051 2.03114 0.13063
O 0.71681 -2.44485 -0.48068
O 1.88521 -0.51375 -0.70234
S -1.87338 -1.05207 0.11199
*
```

Computed properties:
Kohn-Sham gap = 8.02 eV
Lowest unoccupied orbital energy = -1.09 eV
HOMO energy = -9.11 eV

=====

(Q)
The following is a DFT calculation (wB97M-V/def2-TZVPD) of a molecular structure, C3H4O3S.

```
! RIJCOSX wB97M-V def2-TZVPD def2/J DEFGRID3
* xyz 0 1
C 0.83990 -0.03055 -0.45426
C -0.04560 0.01845 0.89286
C -1.50794 0.07518 0.54606
H -0.62791 -0.75750 -1.66533
H 0.46903 -0.59646 1.70568
H -0.01147 0.97120 1.41621
H -1.62695 -0.19047 2.61780
O 0.32050 -0.51833 -1.60793
O -2.29449 0.37473 1.70764
O -2.09146 0.10991 -0.52803
S 2.41267 0.02902 -0.40973
*
```

Computed properties:
Kohn-Sham gap = 8.63 eV
Lowest unoccupied orbital energy = -0.43 eV
HOMO energy = -9.07 eV

=====

Which structure wins on stability? (Q) wins.